1.
Molecular formula: C23H21Cl2N4O9S2W
Method: DFT, wB97M-V/def2-TZVPD

XYZ file:
```
62
Properties=species:S:1:pos:R:3:forces:R:3
W -0.029 -0.520 0.108 -0.5 0.8 1.3
C 0.449 -0.156 5.180 -0.1 0.0 0.0
O -0.355 0.763 4.435 -0.1 -0.1 0.1
C 0.385 1.697 3.759 0.0 0.0 0.0
C 0.970 2.754 4.431 0.0 0.1 -0.1
C 1.684 3.733 3.743 0.0 0.0 0.1
C 1.803 3.646 2.372 0.1 0.2 0.0
C 1.215 2.588 1.682 0.2 0.0 -0.1
C 1.289 2.513 0.244 0.1 0.4 0.5
N 0.869 1.531 -0.443 -0.1 -0.8 -0.9
N 0.981 1.727 -1.814 0.1 0.4 0.2
C 0.728 0.639 -2.434 -0.3 0.1 -0.2
O 0.480 -0.472 -1.761 -0.3 0.1 -1.2
C 0.646 0.615 -3.905 0.1 -0.3 0.0
C 0.281 -0.567 -4.539 0.0 0.0 0.0
C 0.144 -0.594 -5.919 0.0 0.0 0.0
C 0.368 0.555 -6.661 0.0 0.1 0.0
C 0.740 1.736 -6.026 0.0 0.0 0.0
C 0.878 1.771 -4.649 0.0 -0.1 0.0
C 0.512 1.599 2.365 0.0 0.0 -0.1
O -0.101 0.635 1.707 -0.2 0.0 0.3
H 1.091 0.376 5.886 0.0 0.0 0.0
H 1.064 -0.757 4.510 0.0 0.0 0.0
H -0.234 -0.806 5.722 0.0 0.0 0.0
H 0.854 2.813 5.507 0.0 0.0 0.0
H 2.126 4.558 4.286 0.0 0.0 0.0
H 2.351 4.401 1.819 0.0 0.0 0.0
H 1.709 3.347 -0.308 0.0 0.0 0.0
H 0.097 -1.450 -3.942 0.0 0.0 0.0
H -0.142 -1.513 -6.414 0.0 0.0 0.0
H 0.255 0.536 -7.738 0.0 0.0 0.0
H 0.921 2.631 -6.608 0.0 0.0 0.0
H 1.160 2.679 -4.134 0.0 0.0 0.0
O 3.767 -1.656 -0.198 0.3 0.0 0.1
C 2.585 -1.642 -0.084 -0.4 0.0 -0.1
O 1.879 -0.695 0.551 0.4 0.0 0.1
C 1.626 -2.722 -0.652 0.1 0.5 0.2
O 1.989 -3.682 -1.253 0.0 -0.3 -0.1
O 0.372 -2.406 -0.355 0.2 -0.4 -0.5
C -3.691 1.632 2.901 0.0 0.0 0.1
N -2.826 0.746 2.149 -0.1 0.3 0.3
C -2.717 -0.535 2.361 0.1 0.4 -0.1
S -0.417 -2.027 2.281 -0.2 0.4 0.0
N -3.462 -1.138 3.275 0.1 -0.4 0.0
C -3.544 -2.590 3.482 0.0 0.2 -0.1
H -3.601 2.631 2.487 0.0 0.0 0.0
H -3.394 1.664 3.954 0.0 0.0 0.0
H -4.736 1.321 2.818 0.0 0.0 0.0
H -2.220 1.135 1.437 0.0 0.0 -0.2
H -4.094 -0.565 3.806 0.0 0.1 0.0
H -4.082 -3.067 2.664 0.0 0.0 0.0
H -4.068 -2.769 4.416 0.0 0.0 0.0
H -2.549 -3.020 3.544 0.0 0.0 0.1
Cl -3.104 3.377 -0.582 0.0 0.0 -0.1
C -3.530 1.869 -1.415 -0.1 -0.1 0.3
Cl -4.883 1.057 -0.573 0.0 0.1 -0.1
C -2.359 0.878 -1.494 0.1 0.3 0.1
O -2.225 0.229 -2.501 -0.1 -0.1 0.0
O -1.638 0.865 -0.414 0.6 -0.5 0.0
H -3.870 2.106 -2.411 0.0 0.1 -0.1
S -2.368 -1.867 0.020 0.3 0.5 -0.2
C -1.778 -1.332 1.520 -0.4 -1.6 0.5
```
Positions in Å, forces in eV/Å.

## Properties
- HOMO (alpha / beta): -8.048 / -8.478 eV
- HOMO-LUMO gap (alpha / beta): 7.1 / 6.2 eV
- Total energy: -3569.1911 Eh
- <S²>: 0.759
- Lowest unoccupied orbital energy (alpha / beta): -0.96 / -2.23 eV
- Energy relative to the best compared isomer or geometry (same formula, charge and spin): 0.0 kJ/mol
- Multiplicity: 2

---

2.
Molecular formula: C16H26Cl8O9
Method: DFT, wB97M-V/def2-TZVPD

XYZ file:
```
59
Properties=species:S:1:pos:R:3:forces:R:3
C 4.753 13.972 1.459 -0.3 -0.4 -0.3
C 3.717 12.992 0.847 0.9 -0.4 0.7
C 4.194 11.537 0.537 -0.2 2.1 0.0
O 3.325 10.741 1.338 1.9 -2.8 -1.4
C 2.450 11.402 2.012 -4.0 0.3 2.0
O 1.525 10.902 2.706 3.5 1.8 -2.2
O 2.624 12.706 1.774 -0.3 1.3 0.4
H 5.401 13.533 2.218 -0.5 -0.3 0.4
H 4.253 14.872 1.818 -0.1 -0.2 0.2
H 5.484 14.337 0.738 -0.3 -0.2 -0.6
H 3.336 13.399 -0.089 -0.4 0.3 0.5
H 5.246 11.359 0.761 -0.2 -0.2 0.2
H 4.022 11.513 -0.539 -0.1 -1.3 0.1
C 8.323 23.489 -2.574 0.4 0.3 -0.4
C 7.235 23.980 -1.684 1.9 0.3 1.1
C 5.984 24.425 -2.298 -1.0 0.8 -1.4
O 5.021 23.600 -1.719 -1.7 -0.5 -0.1
C 5.572 22.633 -0.947 -2.1 -1.6 0.6
O 4.923 21.718 -0.449 2.1 2.4 -1.1
O 6.877 22.873 -0.872 0.2 -0.7 1.2
H 9.157 23.021 -2.052 -0.3 0.0 0.3
H 8.746 24.348 -3.095 -0.1 -0.2 -0.5
H 7.869 22.739 -3.221 0.3 0.1 -0.4
H 7.511 24.861 -1.106 0.8 -0.6 0.8
H 6.017 24.355 -3.385 -0.3 -0.4 -0.2
H 5.771 25.471 -2.077 -0.2 -0.1 0.1
C 9.223 17.455 2.383 -0.2 0.2 -0.8
C 9.123 16.199 3.263 -1.0 1.7 -1.0
C 8.071 15.132 2.908 0.2 1.1 -0.3
O 8.860 13.942 2.968 -2.1 -1.2 0.0
C 10.145 14.190 3.008 2.1 -0.8 -0.2
O 11.037 13.365 2.967 -1.5 1.4 0.1
O 10.321 15.518 3.063 1.8 -0.2 0.7
H 10.101 18.071 2.576 0.0 -0.1 0.8
H 8.350 18.107 2.379 -0.1 -0.2 0.4
H 9.392 17.238 1.329 -0.3 -0.7 -0.1
H 8.953 16.561 4.277 0.5 -0.4 0.4
H 7.649 15.308 1.919 0.3 -0.4 -0.2
H 7.215 15.141 3.582 0.3 -0.5 0.3
C 3.176 18.569 -4.125 -0.2 -1.3 -0.5
Cl 3.397 18.946 -2.448 0.3 0.6 0.4
Cl 4.428 17.369 -4.701 -0.5 0.9 0.1
H 2.227 18.034 -4.159 0.1 0.1 -0.3
H 3.150 19.450 -4.766 0.4 -0.2 0.2
C 1.509 15.402 -3.035 -1.0 -0.5 -1.7
Cl 0.255 16.581 -2.659 -1.0 0.8 0.0
Cl 2.735 15.375 -1.631 1.9 -0.2 1.7
H 1.053 14.418 -3.138 0.0 -0.1 0.1
H 1.997 15.694 -3.965 0.2 0.0 0.0
C 5.207 17.750 0.104 0.3 0.2 -0.2
Cl 6.799 16.990 -0.142 0.1 -0.1 -0.4
Cl 4.891 17.788 1.847 -0.3 0.1 -0.2
H 5.275 18.759 -0.303 -0.1 -0.1 0.4
H 4.466 17.174 -0.451 -0.1 -0.2 0.3
C 9.824 19.462 -0.596 0.2 -1.1 -0.9
Cl 10.191 20.364 -2.051 0.2 0.6 -0.8
Cl 9.788 20.464 0.799 -0.2 0.5 0.9
H 8.871 18.971 -0.793 0.1 0.0 0.4
H 10.645 18.748 -0.529 -0.3 -0.1 0.3
```
Positions in Å, forces in eV/Å.

## Properties
- HOMO (alpha / beta): 0.042 / -6.783 eV
- HOMO-LUMO gap (alpha / beta): 1.7 / 8.6 eV
- Total energy: -4983.9314 Eh
- <S²>: 0.752
- Lowest unoccupied orbital energy (alpha / beta): 1.78 / 1.77 eV
- Charge: -1
- Multiplicity: 2

---

3.
Molecular formula: C3H4O2S
Method: DFT, wB97M-V/def2-TZVPD

XYZ file:
```
10
Properties=species:S:1:pos:R:3:forces:R:3
O 1.459 -1.469 -0.513 -0.4 2.3 0.4
C 1.330 -0.260 -0.317 -0.5 -3.3 0.1
C 0.102 0.378 0.329 -0.3 0.5 0.0
O -0.223 1.574 -0.382 -1.1 -1.9 -1.6
C -1.037 -0.618 0.483 -2.1 0.3 -1.4
S -2.456 -0.541 -0.417 2.6 -0.1 1.5
H 2.113 0.414 -0.578 0.7 0.9 -0.3
H 0.415 0.715 1.328 -0.1 -0.2 0.0
H -0.793 1.223 -1.161 1.0 1.1 1.7
H -0.911 -1.416 1.227 0.1 0.3 -0.3
```
Positions in Å, forces in eV/Å.

## Properties
- HOMO: -9.490 eV
- HOMO-LUMO gap: 8.6 eV
- Total energy: -665.3196 Eh
- Lowest unoccupied orbital energy: -0.90 eV
- Energy relative to the best compared isomer or geometry (same formula, charge and spin): 173.4 kJ/mol
- Structure (SMILES): O=C[C@@H](O)C=S
- Multiplicity: 1

---

4.
Molecular formula: C21H32Cl2O15
Method: DFT, wB97M-V/def2-TZVPD

XYZ file:
```
70
Properties=species:S:1:pos:R:3:forces:R:3
C -12.944 -2.204 8.131 -1.5 -0.2 -0.4
C -14.229 -3.007 8.393 1.2 0.0 0.3
C -14.150 -3.869 9.672 0.6 -0.6 -2.3
O -15.338 -3.559 10.310 -0.4 -1.2 2.7
C -15.956 -2.562 9.743 -4.9 1.9 1.1
O -17.063 -2.093 10.051 3.1 -1.4 -0.3
O -15.266 -2.139 8.738 0.2 2.1 -2.2
H -12.590 -1.891 9.113 0.9 -0.4 -0.2
H -13.156 -1.265 7.620 -0.3 -0.1 -0.3
H -12.350 -2.806 7.444 0.8 0.2 0.7
H -14.552 -3.649 7.573 0.1 0.3 -0.4
H -13.220 -3.615 10.181 -0.4 -0.3 0.7
H -14.248 -4.902 9.339 0.7 -0.2 0.6
C -4.942 -0.649 5.690 0.1 -1.7 0.5
C -4.937 -1.922 6.587 -1.1 1.3 0.8
C -3.669 -2.139 7.371 1.0 -0.2 -0.1
O -4.098 -2.516 8.720 2.1 -0.4 -2.3
C -5.336 -2.135 8.835 -2.5 0.5 2.9
O -5.875 -2.144 9.938 0.1 0.1 -2.2
O -5.891 -1.719 7.683 0.2 0.1 0.3
H -4.200 -0.813 4.909 -0.1 0.2 -0.2
H -4.649 0.215 6.286 -0.2 0.0 -0.1
H -5.935 -0.556 5.250 0.2 0.3 0.0
H -5.332 -2.828 6.127 0.5 0.1 -0.5
H -3.020 -1.266 7.451 -0.4 0.4 0.2
H -3.032 -2.854 6.850 -0.1 -0.6 0.7
C -11.399 0.561 12.195 0.1 -0.2 -0.6
C -11.293 1.340 10.856 -0.7 -0.7 1.6
C -12.636 1.406 10.077 0.9 -1.4 -0.4
O -12.785 2.777 9.833 -0.9 0.3 -0.7
C -11.994 3.489 10.639 -0.3 2.8 0.5
O -12.054 4.697 10.776 0.1 -2.1 -0.4
O -11.164 2.696 11.295 0.8 0.1 0.1
H -11.323 -0.526 12.178 -0.3 -0.1 -0.7
H -12.378 0.834 12.588 0.2 0.0 0.5
H -10.589 0.808 12.882 -0.2 0.6 -0.1
H -10.421 1.079 10.256 -0.2 0.0 -0.1
H -13.497 0.960 10.575 0.0 0.5 0.7
H -12.610 0.832 9.151 0.3 0.4 -0.3
C -7.498 0.877 13.379 0.1 -0.6 0.6
C -7.277 -0.507 14.027 -2.0 0.9 -0.9
C -6.728 -1.571 13.093 -0.3 1.0 -0.7
O -5.535 -1.929 13.737 1.0 -1.2 0.1
C -5.399 -1.254 14.871 3.7 -0.3 3.0
O -4.492 -1.343 15.696 -1.3 -0.6 -2.1
O -6.344 -0.387 15.068 -1.2 0.8 0.0
H -8.196 0.809 12.544 -0.2 0.0 0.2
H -6.578 1.321 13.000 0.2 -0.3 0.0
H -7.860 1.533 14.170 -0.3 0.2 -0.3
H -8.192 -0.895 14.474 -0.2 0.4 0.0
H -6.504 -1.110 12.131 0.2 -0.3 -0.1
H -7.397 -2.415 12.925 0.2 -0.1 0.3
C -9.848 -6.555 15.692 -0.8 0.2 0.3
C -10.089 -5.012 15.749 1.6 -2.5 0.1
C -8.785 -4.301 16.044 -0.2 0.7 1.3
O -8.854 -3.156 15.189 -0.3 0.6 -0.3
C -9.758 -3.431 14.211 1.3 1.1 -1.3
O -9.940 -2.811 13.192 0.3 0.3 0.9
O -10.314 -4.573 14.445 -2.2 -1.4 -0.9
H -10.649 -7.093 15.186 -0.2 0.4 -0.2
H -9.836 -7.017 16.680 0.2 0.3 0.2
H -8.925 -6.820 15.175 0.0 0.3 0.0
H -10.905 -4.697 16.400 0.0 -0.1 0.0
H -7.853 -4.827 15.836 -0.3 -0.3 -0.1
H -8.816 -3.992 17.088 0.5 0.3 -0.1
Cl -9.440 -1.201 8.862 -0.3 0.7 0.0
C -9.498 -2.562 9.970 0.4 -0.3 -0.1
Cl -9.308 -4.028 9.002 0.0 -0.5 0.1
H -8.628 -2.474 10.620 -0.3 -0.1 0.1
H -10.453 -2.635 10.490 0.3 0.3 0.0
```
Positions in Å, forces in eV/Å.

## Properties
- HOMO: -10.286 eV
- HOMO-LUMO gap: 10.5 eV
- Total energy: -2868.4013 Eh
- Lowest unoccupied orbital energy: 0.23 eV
- Energy relative to the best compared isomer or geometry (same formula, charge and spin): 0.0 kJ/mol
- Structure (SMILES): C[C@H]1COC(=O)O1.C[C@H]1COC(=O)O1.C[C@H]1COC(=O)O1.C[C@H]1COC(=O)O1.C[C@H]1COC(=O)O1.ClCCl
- Multiplicity: 1

---

5.
Molecular formula: C3H5N2O2
Method: DFT, wB97M-V/def2-TZVPD

XYZ file:
```
12
Properties=species:S:1:pos:R:3:forces:R:3
C -0.030 -0.635 0.122 0.7 0.5 1.6
C -0.779 -1.720 -0.538 -0.9 0.0 1.3
C -1.155 1.650 -1.220 0.4 -1.5 2.3
N -0.502 1.596 -2.206 1.7 3.1 -3.6
N 0.467 -0.182 1.038 0.3 0.2 -0.6
O -0.858 -1.784 -1.691 -0.4 -0.8 -2.1
O -1.519 1.306 -0.161 -1.5 0.7 0.4
H -1.231 -2.294 0.305 0.0 -0.4 -0.7
H 2.293 -0.483 2.358 0.6 -0.5 -0.1
H 2.293 -0.038 2.933 0.1 0.4 0.6
H -0.121 2.482 -2.681 -0.9 -2.1 0.7
H 1.142 0.102 1.741 0.0 0.4 0.4
```
Positions in Å, forces in eV/Å.

## Properties
- HOMO: -15.139 eV
- HOMO-LUMO gap: 8.9 eV
- Total energy: -376.8872 Eh
- Lowest unoccupied orbital energy: -6.23 eV
- Energy relative to the best compared isomer or geometry (same formula, charge and spin): 391.2 kJ/mol
- Charge: +1
- Multiplicity: 1

---

6.
Molecular formula: C15H14N4OPdS3
Method: DFT, wB97M-V/def2-TZVPD

XYZ file:
```
38
Properties=species:S:1:pos:R:3:forces:R:3
Pd 1.972 0.938 -0.271 0.1 -2.1 0.1
N 3.404 -1.672 2.944 0.1 0.0 0.0
C 2.805 -1.012 1.927 0.0 0.0 0.1
S 3.823 0.001 0.960 -0.6 0.4 -0.8
N 1.520 -1.236 1.796 0.0 -0.3 0.2
N 0.939 -0.588 0.769 0.5 1.1 -0.1
C -0.296 -0.845 0.494 0.0 -0.2 -0.1
C -1.081 -1.877 1.221 0.1 -0.1 0.0
C -0.623 -3.193 1.281 -0.1 0.0 -0.1
C -1.366 -4.162 1.935 0.0 0.0 0.0
C -2.566 -3.824 2.550 0.0 0.0 0.0
C -3.016 -2.514 2.511 0.0 0.0 0.0
C -2.282 -1.545 1.840 0.1 0.1 0.0
C -0.905 -0.086 -0.613 -0.1 0.0 0.0
C -2.155 -0.409 -1.134 0.0 -0.1 0.0
C -2.674 0.352 -2.168 0.0 0.0 0.0
C -1.948 1.430 -2.645 0.0 0.0 0.0
C -0.704 1.673 -2.086 0.0 0.2 -0.1
N -0.193 0.929 -1.116 0.6 0.0 -0.2
H 4.342 -1.425 3.200 0.0 0.0 0.0
H 2.824 -2.168 3.597 0.0 0.0 0.0
H 0.315 -3.451 0.808 0.0 0.0 0.0
H -1.014 -5.186 1.962 0.0 0.0 0.0
H -3.149 -4.583 3.059 0.0 0.0 0.0
H -3.945 -2.245 3.000 0.0 0.0 0.0
H -2.635 -0.521 1.808 0.0 0.0 0.0
H -2.699 -1.255 -0.741 0.0 0.0 0.0
H -3.636 0.103 -2.598 0.0 0.0 0.0
H -2.323 2.061 -3.438 0.0 0.0 0.0
H -0.094 2.502 -2.426 0.1 -0.1 0.0
C 2.152 4.924 -3.194 0.1 0.0 0.1
O 1.803 4.693 -1.822 0.0 -0.1 -0.2
C 2.114 3.548 -1.214 -0.1 0.6 0.4
S 3.055 2.327 -1.945 -0.3 -0.5 0.5
S 1.545 3.330 0.350 -0.3 1.1 -0.1
H 1.323 5.470 -3.636 0.0 0.0 0.0
H 2.311 3.989 -3.725 0.0 -0.1 0.0
H 3.057 5.528 -3.242 0.0 0.0 0.0
```
Positions in Å, forces in eV/Å.

## Properties
- HOMO (alpha / beta): -7.056 / -7.014 eV
- HOMO-LUMO gap (alpha / beta): 6.2 / 6.5 eV
- Total energy: -2196.7159 Eh
- Lowest unoccupied orbital energy (alpha / beta): -0.82 / -0.54 eV
- Energy relative to the best compared isomer or geometry (same formula, charge and spin): 83.1 kJ/mol
- Multiplicity: 1